1.
Molecular formula: C32H90F3O16
Method: DFT, wB97M-V/def2-TZVPD

Geometry (Å):
C1 -0.818 0.044 -2.295
O1 0.094 -0.089 -1.173
O2 -0.150 -0.623 -3.346
C2 -2.346 -0.479 -1.876
F1 -3.167 -0.561 -2.943
F2 -2.390 -1.651 -1.234
F3 -2.923 0.462 -1.105
C3 -0.053 0.873 -0.117
C4 1.104 0.599 0.844
H1 1.057 1.354 1.629
H2 1.122 -0.413 1.246
H3 2.092 0.706 0.396
H4 -0.984 0.809 0.446
H5 0.107 1.872 -0.521
H6 -0.914 1.097 -2.559
C5 5.937 -1.128 0.582
C6 4.565 -1.059 -0.095
O3 4.443 -2.229 -0.839
H7 6.140 -0.206 1.127
H8 6.672 -1.187 -0.220
H9 6.103 -2.012 1.197
H10 4.466 -0.222 -0.787
H11 3.787 -1.090 0.667
H12 3.527 -2.295 -1.117
C7 4.327 1.331 4.956
C8 4.880 1.223 3.521
O4 3.749 1.022 2.636
H13 3.741 2.251 4.964
H14 5.178 1.400 5.634
H15 3.829 0.461 5.384
H16 5.533 0.355 3.440
H17 5.440 2.094 3.181
H18 3.278 1.854 2.720
C9 3.210 4.207 0.305
C10 2.325 4.491 1.496
O5 2.555 3.518 2.532
H19 2.948 3.245 -0.135
H20 4.284 4.093 0.449
H21 3.003 4.985 -0.430
H22 1.286 4.634 1.199
H23 2.660 5.418 1.962
H24 1.941 3.742 3.235
C11 -2.079 -0.851 2.357
C12 -3.253 -1.377 3.233
O6 -2.773 -1.688 4.513
H25 -1.548 -0.050 2.870
H26 -2.539 -0.445 1.457
H27 -1.346 -1.585 2.021
H28 -3.669 -2.297 2.824
H29 -4.080 -0.675 3.342
H30 -3.517 -1.571 5.107
C13 4.687 1.051 -4.069
C14 3.345 1.094 -3.343
O7 2.736 -0.131 -3.402
H31 5.142 2.038 -4.154
H32 4.588 0.741 -5.110
H33 5.423 0.447 -3.538
H34 2.700 1.830 -3.822
H35 3.431 1.332 -2.283
H36 2.068 -0.145 -2.712
C15 -6.071 -1.425 -2.517
C16 -6.080 -0.023 -1.861
O8 -7.253 0.136 -1.170
H37 -7.041 -1.790 -2.857
H38 -5.673 -2.236 -1.908
H39 -5.406 -1.390 -3.380
H40 -6.009 0.787 -2.587
H41 -5.232 0.142 -1.197
H42 -7.225 -0.474 -0.429
C17 2.616 -2.234 3.293
C18 2.354 -2.583 4.777
O9 2.044 -3.958 4.953
H43 1.735 -2.313 2.657
H44 3.385 -2.865 2.848
H45 2.880 -1.198 3.082
H46 1.524 -1.924 5.031
H47 3.217 -2.339 5.396
H48 1.139 -4.070 4.653
C19 -3.453 -4.505 0.087
C20 -4.980 -4.771 0.028
O10 -5.589 -4.280 1.182
H49 -3.010 -4.809 -0.862
H50 -2.834 -4.918 0.884
H51 -3.300 -3.437 0.242
H52 -5.201 -5.837 -0.016
H53 -5.495 -4.324 -0.823
H54 -5.164 -4.791 1.874
C21 0.795 4.371 -3.520
C22 0.171 4.125 -2.205
O11 -0.651 5.266 -1.901
H55 1.439 5.249 -3.481
H56 0.039 4.427 -4.304
H57 1.453 3.531 -3.744
H58 0.890 3.966 -1.401
H59 -0.452 3.232 -2.181
H60 -1.180 5.192 -1.104
C23 -2.779 0.837 -5.967
C24 -1.658 1.867 -5.878
O12 -0.439 1.278 -6.333
H61 -3.574 1.204 -5.317
H62 -2.426 -0.115 -5.570
H63 -3.170 0.722 -6.978
H64 -1.507 2.231 -4.862
H65 -1.885 2.730 -6.503
H66 0.139 1.970 -6.662
C25 -0.138 0.633 5.030
C26 0.486 0.875 6.404
O13 0.339 2.228 6.697
H67 -1.156 1.000 4.899
H68 -0.225 -0.428 4.796
H69 0.467 1.090 4.246
H70 1.547 0.629 6.378
H71 0.082 0.258 7.207
H72 -0.595 2.440 6.763
C27 1.611 -4.561 0.229
C28 0.707 -3.421 -0.268
O14 1.487 -2.533 -1.014
H73 1.043 -5.128 0.966
H74 2.474 -4.142 0.747
H75 2.075 -5.121 -0.583
H76 0.364 -2.805 0.563
H77 -0.148 -3.759 -0.854
H78 0.839 -1.873 -1.272
C29 -1.675 3.284 1.916
C30 -2.307 4.667 1.892
O15 -2.370 5.054 0.533
H79 -0.829 3.230 1.231
H80 -2.354 2.521 1.537
H81 -1.326 2.962 2.898
H82 -1.786 5.398 2.510
H83 -3.286 4.669 2.371
H84 -3.102 5.674 0.495
C31 -1.695 -3.995 -3.583
C32 -1.322 -4.018 -5.027
O16 -1.311 -2.655 -5.542
H85 -2.619 -3.476 -3.325
H86 -0.908 -3.492 -3.021
H87 -1.718 -5.014 -3.197
H88 -2.095 -4.557 -5.575
H89 -0.355 -4.497 -5.178
H90 -2.236 -2.402 -5.580

LUMO = 1.72 eV
HOMO-LUMO gap = 5.896 eV
Net charge = -1
E = -2776.48692 Ha
Strongest force on any atom = 5.10 eV/Å
HOMO level = -4.2 eV

***

2.
Molecular formula: C32H90N6O10
Method: DFT, wB97M-V/def2-TZVPD

Geometry (Å):
C1 3.975 -6.199 21.195
O1 2.577 -6.008 20.819
C2 2.172 -4.679 20.804
C3 0.747 -4.447 20.200
C4 0.301 -2.987 20.345
N1 -0.150 -5.390 20.969
H1 4.280 -7.200 20.891
H2 4.166 -6.129 22.265
H3 4.601 -5.478 20.668
H4 2.113 -4.275 21.814
H5 2.833 -4.008 20.255
H6 0.749 -4.715 19.144
H7 0.953 -2.343 19.756
H8 0.398 -2.766 21.408
H9 -0.708 -2.768 19.995
H10 -1.068 -5.271 20.566
H11 -0.225 -4.968 21.884
C5 5.358 -9.974 23.219
O2 4.085 -10.506 23.487
C6 4.042 -11.910 23.671
C7 4.231 -12.664 22.398
C8 3.177 -12.345 21.317
N2 4.169 -14.089 22.699
H12 5.671 -10.099 22.183
H13 6.158 -10.199 23.924
H14 5.298 -8.895 23.366
H15 4.763 -12.216 24.430
H16 3.052 -12.114 24.079
H17 5.270 -12.512 22.102
H18 3.269 -13.062 20.502
H19 3.217 -11.303 20.999
H20 2.183 -12.473 21.745
H21 4.972 -14.426 23.210
H22 4.091 -14.690 21.891
C9 7.100 -0.711 17.736
O3 6.363 -1.860 18.067
C10 7.047 -3.071 17.882
C11 6.316 -4.246 18.552
C12 6.925 -5.594 18.308
N3 4.913 -4.275 18.143
H23 8.024 -0.661 18.312
H24 6.524 0.162 18.043
H25 7.414 -0.612 16.697
H26 7.171 -3.316 16.827
H27 8.115 -3.037 18.100
H28 6.447 -4.190 19.632
H29 7.015 -5.715 17.229
H30 6.349 -6.467 18.616
H31 7.904 -5.699 18.776
H32 4.612 -3.321 18.002
H33 4.997 -4.571 17.181
C13 8.136 -7.169 21.438
O4 8.231 -8.593 21.347
C14 9.363 -9.119 20.694
C15 9.424 -10.675 20.683
C16 9.328 -11.330 22.069
N4 10.636 -11.146 19.997
H34 8.969 -6.834 22.055
H35 7.175 -6.979 21.916
H36 8.273 -6.711 20.459
H37 9.414 -8.869 19.635
H38 10.273 -8.761 21.175
H39 8.607 -10.982 20.030
H40 10.250 -11.124 22.612
H41 9.199 -12.412 22.039
H42 8.489 -10.937 22.644
H43 11.380 -10.936 20.648
H44 10.713 -12.151 19.944
C17 6.186 -5.020 14.603
O5 5.017 -5.135 15.327
C18 4.364 -6.315 14.959
C19 3.178 -6.669 15.938
C20 2.115 -5.566 15.876
N5 3.666 -6.847 17.310
H45 6.798 -4.174 14.917
H46 6.002 -4.946 13.531
H47 6.869 -5.861 14.723
H48 3.960 -6.325 13.947
H49 5.120 -7.093 15.054
H50 2.753 -7.619 15.612
H51 1.659 -5.389 14.902
H52 2.512 -4.612 16.224
H53 1.331 -5.806 16.595
H54 3.971 -5.977 17.722
H55 2.878 -7.106 17.887
C21 3.806 -13.177 16.072
O6 3.616 -14.550 15.827
C22 4.229 -15.180 14.678
C23 3.791 -16.638 14.402
C24 4.307 -17.616 15.504
N6 4.290 -17.053 13.071
H56 4.877 -13.062 16.234
H57 3.198 -13.041 16.967
H58 3.459 -12.555 15.246
H59 3.909 -14.594 13.817
H60 5.314 -15.090 14.734
H61 2.705 -16.581 14.336
H62 3.918 -17.268 16.461
H63 5.397 -17.594 15.506
H64 3.849 -18.602 15.414
H65 3.696 -17.841 12.855
H66 3.927 -16.363 12.429
C25 1.511 -9.949 13.570
C26 2.663 -9.428 12.809
C27 4.005 -10.004 13.175
O7 2.397 -9.567 11.383
H67 1.428 -11.030 13.461
H68 0.557 -9.501 13.290
H69 1.622 -9.738 14.634
H70 2.759 -8.356 12.982
H71 4.149 -11.017 12.799
H72 4.182 -10.054 14.250
H73 4.791 -9.356 12.789
H74 3.200 -9.440 10.872
C28 6.123 -9.807 18.865
C29 5.206 -9.997 17.620
C30 3.773 -9.967 18.075
O8 5.434 -8.964 16.635
H75 6.102 -8.806 19.296
H76 7.187 -9.920 18.657
H77 5.965 -10.558 19.638
H78 5.397 -10.929 17.088
H79 3.581 -9.245 18.869
H80 3.473 -10.932 18.485
H81 3.182 -9.731 17.190
H82 4.827 -8.266 16.888
C31 8.733 -9.247 15.853
O9 7.720 -8.464 15.310
H83 9.205 -8.697 16.667
H84 8.390 -10.210 16.232
H85 9.468 -9.556 15.110
H86 6.908 -8.514 15.821
C32 0.721 -12.075 18.572
O10 0.227 -12.987 17.597
H87 1.624 -12.536 18.974
H88 1.025 -11.171 18.045
H89 -0.041 -11.952 19.342
H90 -0.481 -12.530 17.137

LUMO = 0.61 eV
HOMO-LUMO gap = 9.632 eV
E = -2353.93880 Ha
Strongest force on any atom = 2.44 eV/Å
HOMO level = -9.0 eV